Record 1
Density functional theory data (ωB97M-V/def2-TZVPD) for 10 unconnected molecules or ions with the total composition C23H46BCl18F at a distorted geometry.

```
89
Properties=species:S:1:pos:R:3:forces:R:3:mulliken_charge:R:1
Cl -0.53907 3.29084 -3.51898 0.125 0.360 -0.054 -0.114
Cl -6.54721 4.25267 1.10230 -0.005 -0.004 -0.060 -0.201
Cl -3.64498 3.11476 -7.06619 -0.114 -0.057 -0.205 -0.156
Cl -4.22527 1.30388 7.17382 -0.033 -0.003 -0.083 -0.179
Cl -3.52117 2.16141 -3.55981 -0.148 -0.031 0.003 -0.099
Cl -1.90023 -1.42192 7.79576 -0.010 -0.315 0.176 -0.188
Cl -3.36073 3.06717 1.33713 -0.016 0.018 -0.013 -0.097
Cl 4.58773 -3.77476 0.85902 -0.030 0.008 0.061 -0.205
Cl 7.89247 -3.50715 0.07015 0.030 -0.050 0.016 -0.203
Cl 1.74239 -2.14640 4.06675 -0.068 -0.115 0.103 -0.206
Cl -2.25949 3.62698 5.65961 -0.018 0.046 -0.057 -0.166
Cl 1.92875 2.29041 -5.62254 0.019 -0.021 0.029 -0.220
Cl -1.21491 2.17063 -9.30224 0.033 0.014 -0.005 -0.180
Cl 7.70156 -5.61724 -3.81927 0.009 -0.034 -0.108 -0.179
Cl 0.72404 0.22441 6.20522 0.001 0.135 0.018 -0.145
Cl -3.43354 -4.37351 7.07561 -0.006 -0.005 0.024 -0.198
Cl -5.56939 -0.35876 -2.53836 0.020 -0.021 0.021 -0.200
Cl 10.86310 -6.87226 -3.85397 0.003 0.019 -0.009 -0.184
F 3.35111 -0.42705 0.12906 0.575 -0.011 0.068 -0.342
C -2.96545 1.86618 -9.42224 -0.072 -0.093 -0.021 -0.468
C -4.59170 3.09400 2.62682 0.057 -0.031 0.103 -0.412
C 2.28686 -0.47109 1.02615 -0.638 -0.455 -0.783 0.304
C 9.70946 -6.91703 -2.49679 0.038 -0.011 0.112 -0.369
C 0.36722 2.92044 -0.01008 -0.714 0.794 0.670 -0.656
C 6.53801 -3.78902 -1.05742 -0.060 0.020 -0.076 -0.375
C 1.23684 2.27208 -0.73776 0.560 -0.808 -0.640 -0.217
C -6.00024 1.36019 -2.73394 -0.114 0.086 0.038 -0.335
C 2.78272 -0.97672 4.91938 0.187 -0.001 -0.058 -0.401
C -2.56674 1.77476 7.63375 0.097 0.112 0.118 0.242
C -0.64659 3.15663 -5.29096 -0.183 0.033 -0.057 0.292
C -3.70501 -2.80205 6.27887 -0.103 0.040 -0.063 -0.461
C 2.26020 -0.67237 6.29787 0.067 -0.007 0.064 -0.562
C -5.98266 2.87906 2.08942 -0.050 -0.105 0.091 -0.415
C 5.28062 -3.07907 -0.62934 -0.027 0.122 -0.067 -0.398
C 1.09493 -1.09812 0.28231 -0.445 1.141 0.093 -0.701
C -3.78175 2.99203 -8.84424 -0.177 0.108 -0.052 -0.513
C -2.30291 3.23878 7.39938 -0.024 0.052 0.073 -0.511
C -2.44499 -1.98176 6.19442 0.052 0.097 -0.175 -0.345
C 0.17567 2.00810 -5.81062 -0.069 -0.083 -0.054 -0.192
C 0.85136 1.01548 -1.48180 -0.005 -0.101 -0.054 -0.102
C -5.26627 2.00316 -3.88240 -0.037 0.026 -0.084 -0.620
C 8.28592 -7.07021 -2.96667 -0.061 -0.081 0.104 -0.473
B 0.26405 0.07976 -0.36070 -0.113 -0.183 -0.193 0.215
H -6.03689 1.98252 1.47664 0.038 0.035 -0.052 0.308
H 2.25716 2.61652 -0.79895 0.349 -0.223 0.286 0.357
H 2.09892 0.56232 1.29802 0.006 0.106 0.436 0.252
H -5.38799 1.43570 -4.80231 0.037 -0.048 0.033 0.344
H -0.67902 2.68817 -0.09764 -0.305 -0.196 0.376 0.053
H 7.63191 -7.22002 -2.10839 0.034 0.038 0.025 0.268
H 2.97083 -0.04831 6.83737 -0.011 0.050 -0.063 0.368
H 9.83940 -6.00743 -1.91486 -0.015 0.032 -0.060 0.252
H 6.85560 -3.42135 -2.03024 -0.008 0.038 0.019 0.303
H -4.83567 2.82612 -9.06187 0.014 -0.048 -0.003 0.305
H 0.65771 3.69471 0.67509 -0.003 0.537 -0.102 0.331
H -1.33076 3.50879 7.80878 0.027 -0.081 -0.031 0.329
H -3.48902 3.95002 -9.26653 0.061 -0.001 0.057 0.334
H -3.19288 1.76075 -10.48173 -0.012 0.050 0.003 0.338
H -0.83599 0.31263 0.04627 -0.014 0.020 0.017 -0.182
H 0.48994 -1.65454 0.98860 -0.011 -0.356 0.047 0.275
H -3.17918 0.92195 -8.92717 0.051 0.030 0.057 0.309
H 6.38492 -4.86228 -1.13103 -0.003 0.003 0.056 0.250
H -1.69916 3.00200 -5.53452 0.296 -0.071 0.099 -0.496
H 4.52313 -3.17422 -1.40560 0.021 -0.049 -0.006 0.315
H -1.87655 1.15167 7.07614 -0.024 0.020 -0.051 -0.399
H -4.33858 2.29554 3.32311 -0.032 -0.015 -0.016 0.184
H -2.62648 -1.09116 5.59266 -0.057 0.006 0.035 0.187
H -2.45671 1.54432 8.69185 -0.022 0.007 -0.001 0.341
H -5.78973 1.86742 -1.79535 0.078 -0.020 0.000 0.215
H -5.65027 3.00932 -4.04571 -0.003 0.002 0.064 0.342
H 9.98239 -7.76816 -1.87491 -0.033 -0.027 -0.034 0.309
H 2.50780 -1.10976 1.87142 0.575 0.184 0.121 -0.145
H -4.48303 -2.27728 6.82800 0.048 -0.008 0.059 0.284
H -4.50853 4.04295 3.15061 -0.001 0.026 -0.058 0.288
H 2.08964 -1.57866 6.87423 -0.081 -0.008 -0.054 0.296
H 3.77766 -1.41525 4.98019 -0.038 -0.056 0.045 0.369
H -0.01204 1.87450 -6.87210 -0.007 0.047 -0.022 0.064
H -3.05881 3.86404 7.86854 -0.048 -0.013 -0.082 0.349
H -6.68201 2.77516 2.91763 0.026 0.045 0.018 0.340
H 2.84061 -0.07645 4.31147 -0.073 -0.010 -0.010 0.309
H 8.17439 -7.91857 -3.63712 0.037 0.053 -0.060 0.385
H 5.45566 -2.02123 -0.45145 -0.003 -0.020 0.069 0.296
H -7.07316 1.39949 -2.91609 0.015 -0.014 -0.044 0.339
H -0.33218 4.10522 -5.72042 0.079 -0.020 0.039 0.408
H -4.07075 -3.01347 5.27522 0.058 -0.007 -0.012 0.340
H 0.11060 1.27858 -2.23655 0.052 -0.258 -0.039 -0.060
H -1.62951 -2.54106 5.74180 0.014 -0.023 0.072 0.393
H 1.72344 0.57493 -1.94700 0.190 -0.015 -0.313 0.275
H -0.06995 1.08159 -5.29601 0.043 0.039 0.068 0.296
H 1.49844 -1.73508 -0.49656 0.122 -0.384 -0.003 0.317
```
Forces are in eV/Å.

Its total charge is 0. As for the SMILES: C=CCBCCF.ClCCCl.ClCCCl.ClCCCl.ClCCCl.ClCCCl.ClCCCl.ClCCCl.ClCCCl.ClCCCl. The calculation puts the gap between HOMO and LUMO at 9.369 eV. Its energy is -253395.5573 eV. The HOMO energy comes out at -0.330 Ha. For the LUMO energy, the calculation gives 0.015 Ha.

Record 2
Density functional theory data (ωB97M-V/def2-TZVPD) for 2 unconnected molecules or ions with the total composition C11H15NS at a distorted geometry.

```
28
Properties=species:S:1:pos:R:3:forces:R:3:nbo_charge:R:1
S 2.90676 -4.02053 1.04730 -0.442 0.379 -0.196 0.202
N 0.88656 2.43399 -0.63467 -4.410 -0.444 0.828 -0.547
C -1.29405 1.51416 -0.63780 1.904 1.588 0.622 -0.089
C -0.33404 -0.90294 -1.70479 -2.154 -0.532 -0.532 -0.235
C 0.60487 0.01766 -1.43918 0.957 2.317 1.268 -0.235
C -2.25787 0.53318 -0.96888 3.180 -0.814 -0.565 -0.209
C -1.71689 -0.64571 -1.49052 -0.370 -0.615 -0.041 -0.222
C 2.48521 -3.74873 2.78181 -0.694 -0.232 1.178 -0.768
C -0.00841 3.43806 -0.10829 -1.330 -3.470 -1.053 -0.039
C -1.34160 2.85463 0.02163 3.435 2.895 -2.077 -0.071
C 0.11493 1.28004 -0.96332 0.071 0.495 0.823 0.149
C 1.63006 -3.03246 0.22490 1.965 3.213 -1.242 -0.754
C -2.54242 3.79440 0.29535 -1.221 -6.464 -0.496 -0.624
H 1.68384 -0.19350 -1.40615 -0.512 0.208 -0.553 0.219
H -3.26384 3.52467 -0.53935 0.393 0.551 1.144 0.210
H 0.37249 4.46321 -0.11552 -0.482 -0.431 0.566 0.215
H 3.35072 -4.18334 3.26980 0.161 -0.102 0.285 0.229
H 0.68568 -3.37382 0.44367 -2.214 -1.171 0.207 0.207
H 1.81145 2.58269 -0.91328 1.233 0.183 -0.322 0.407
H -2.29666 -1.55273 -1.72085 -0.412 0.917 -0.002 0.208
H -2.93756 3.38675 1.25080 -0.450 0.481 -0.536 0.213
H 1.75465 -2.88494 -0.93418 0.048 -0.684 2.348 0.234
H 1.62830 -1.96569 0.66953 0.277 -1.499 -0.746 0.215
H 1.59186 -4.32154 3.20756 0.971 0.780 -0.997 0.215
H -0.17618 -1.83246 -2.23424 0.632 -0.183 0.404 0.214
H -2.49891 4.79667 0.38646 1.150 3.275 0.040 0.218
H -3.27805 0.73256 -0.94564 -1.639 0.065 0.460 0.218
H 2.43911 -2.69425 3.15784 -0.047 -0.709 -0.812 0.220
```
Forces are in eV/Å.

Its total charge is 0. As for the SMILES: Cc1c[nH]c2ccccc12.CSC. The calculation puts the gap between HOMO and LUMO at 8.738 eV. Its energy is -23973.7239 eV. The HOMO energy comes out at -0.289 Ha. For the LUMO energy, the calculation gives 0.032 Ha. The energy above the lowest of the compared OMol25 structures with the same formula, charge and spin is 215.38 kJ/mol.

Record 3
Density functional theory data (ωB97M-V/def2-TZVPD) for 2 unconnected molecules or ions with the total composition C9H11NO2S at a distorted geometry.

```
24
Properties=species:S:1:pos:R:3:forces:R:3:nbo_charge:R:1
S 3.88498 1.02341 0.41755 -2.346 -0.440 0.102 0.209
O 2.29275 -1.70738 -0.64293 0.018 0.954 1.583 -0.640
O 0.96600 -1.41836 1.10380 -2.658 -0.178 2.803 -0.680
N 2.79595 -0.16313 1.12588 -1.319 -0.316 -0.420 -0.808
C -3.23674 0.12808 0.76119 -2.151 -0.617 -0.885 -0.224
C -2.95509 -0.78122 -0.22139 -0.141 -0.941 -1.002 -0.214
C -1.08895 1.06518 0.44679 1.554 1.032 1.268 -0.219
C 1.11259 1.25514 -1.62558 -0.130 0.693 0.075 -0.380
C -2.32938 1.09836 1.02022 0.034 0.015 1.982 -0.206
C -0.77538 0.17343 -0.57976 -0.790 -0.401 0.391 -0.060
C 1.97734 -1.12963 0.39241 4.987 0.020 -2.232 0.903
C 0.47844 0.18354 -1.33160 -3.413 -3.463 0.231 -0.211
C -1.75699 -0.80119 -0.88900 1.359 -0.129 -0.824 -0.205
H 0.59809 -0.83278 -1.78353 0.729 1.340 0.181 0.230
H 0.50729 -2.24088 0.90305 0.227 0.001 -0.620 0.522
H -2.47326 1.69736 1.90940 -0.088 0.449 -0.178 0.208
H -4.25079 0.03004 1.15696 0.475 0.518 0.437 0.216
H -3.69867 -1.48004 -0.55883 -0.302 -0.347 0.261 0.208
H 2.23966 0.12414 1.96098 1.126 0.111 -1.001 0.403
H 1.83872 1.06464 -2.30264 2.710 0.534 -1.955 0.209
H -1.54706 -1.61541 -1.65557 -0.250 1.311 0.937 0.215
H 0.74137 2.19309 -1.34484 0.023 1.312 0.457 0.205
H -0.36819 1.66624 1.10389 -0.380 -0.644 -1.990 0.218
H 5.04730 0.46733 0.63353 0.724 -0.814 0.399 0.102
```
Forces are in eV/Å.

Its total charge is 0. As for the SMILES: C=Cc1ccccc1.O=C(O)NS. The calculation puts the gap between HOMO and LUMO at 9.168 eV. Its energy is -25929.6654 eV. The HOMO energy comes out at -0.318 Ha. For the LUMO energy, the calculation gives 0.019 Ha. The energy above the lowest of the compared OMol25 structures with the same formula, charge and spin is 251.91 kJ/mol.